No. 1
ORCA calculation (the ωB97M-V functional and the def2-TZVPD basis) on one molecule with the formula C10H11BrN2O2 in a non-equilibrium geometry.

Cartesian coordinates (Å):
O (-1.9130, -1.3263, 2.3633)
Br (1.3194, -4.3572, -1.3331)
N (0.2496, 2.6842, 2.6805)
O (-0.8659, 0.6015, 2.9503)
C (-1.3273, -0.2812, 2.0624)
C (0.8376, 3.4913, 1.7903)
C (-0.3124, 1.5860, 2.2064)
C (0.8370, 3.2523, 0.4030)
C (0.2222, 2.0951, -0.0923)
C (-0.3736, 1.2941, 0.8446)
N (-1.0722, 0.1148, 0.7584)
C (1.3063, -2.5879, -2.1965)
C (-1.5100, -0.5751, -0.4266)
C (0.7908, -1.5141, -1.2599)
C (-0.6272, -1.8298, -0.7393)
H (1.3154, 4.3409, 2.2503)
H (1.3478, 3.9553, -0.2595)
H (0.1514, 1.8330, -1.1446)
H (2.3308, -2.3333, -2.4671)
H (0.7330, -2.6590, -3.1149)
H (-2.5457, -0.8713, -0.4035)
H (-1.4771, 0.0467, -1.3159)
H (1.4833, -1.4741, -0.4209)
H (0.8412, -0.5823, -1.8181)
H (-0.5964, -2.4566, 0.1763)
H (-1.1449, -2.4470, -1.4936)

Cartesian forces, eV/Å:
1.171 2.158 -0.375
0.075 0.405 -0.328
-0.398 -1.335 0.339
0.147 0.683 0.239
-2.522 -4.418 -0.647
-0.357 -0.423 -0.694
1.649 2.660 -0.624
0.319 0.153 0.493
-0.083 0.568 0.016
-0.107 -0.156 0.229
-0.120 0.289 0.606
0.429 0.176 0.090
0.941 -1.558 -0.956
-0.468 -0.842 0.489
-0.565 0.147 0.321
0.107 0.284 -0.299
-0.231 -0.286 0.214
0.198 0.234 0.124
0.029 -0.391 0.021
-0.220 -0.215 0.056
-0.389 -0.157 0.757
0.319 0.710 0.206
0.076 0.349 0.062
-0.114 0.287 0.018
0.105 0.359 -0.547
0.010 0.319 0.189

For the LUMO energy, the calculation gives 0.49 eV. The value obtained for the frontier orbital gap is 9.31 eV.


No. 2
ORCA calculation (the ωB97M-V functional and the def2-TZVPD basis) on a 2-piece molecular cluster, C10H11BrN3O overall in a non-equilibrium geometry.

Cartesian coordinates (Å):
C (-1.8061, 2.9975, -1.1055)
C (-0.6731, 3.3733, -0.3536)
C (-2.3403, 1.7128, -0.9532)
C (1.8045, -1.4374, 0.8478)
C (-0.2634, 2.5239, 0.6721)
C (2.0722, -2.0051, -0.4512)
C (0.7148, -0.6653, 0.6738)
C (-1.8043, 0.8770, 0.0376)
C (3.1981, -2.9522, -0.6930)
C (-0.1379, 0.2077, 1.5823)
N (1.1582, -1.5959, -1.3300)
N (-0.7650, 1.2551, 0.8118)
N (-2.5288, -1.3026, 0.4082)
O (0.3210, -0.7843, -0.6354)
Br (-4.1704, -1.3017, -0.2428)
H (-2.2797, 3.4270, -1.9725)
H (-0.2368, 4.3856, -0.5131)
H (-3.1729, 1.2391, -1.4663)
H (2.2676, -1.5356, 1.7368)
H (0.5705, 2.6277, 1.4280)
H (2.9025, -3.4101, -1.6797)
H (4.2384, -2.5111, -0.7040)
H (3.3172, -3.6083, 0.0438)
H (-1.0240, -0.5107, 1.7972)
H (0.5592, 0.6811, 2.2741)
H (-1.9214, -1.6875, -0.2133)

Cartesian forces, eV/Å:
0.053 -2.193 -0.504
-0.738 0.747 0.540
0.382 -1.536 2.229
-1.906 0.910 -2.563
1.457 -0.759 0.583
-0.417 0.720 0.883
0.193 -0.100 -1.431
0.190 -0.379 -0.291
-0.115 2.668 -4.591
-0.331 -2.097 -0.815
1.886 -1.172 0.936
-1.881 0.757 -2.067
-0.629 3.919 3.064
-0.834 1.037 0.978
-1.114 -0.220 -0.602
0.496 1.355 0.103
-0.191 -1.095 0.393
0.003 0.688 -0.448
1.829 -0.586 2.539
-0.906 0.747 -1.310
1.059 -0.008 0.999
-1.296 0.192 -0.588
-0.281 -3.117 2.990
1.556 1.474 1.098
-0.704 -0.518 0.807
2.239 -1.435 -2.930

For the LUMO energy (spin up / spin down), the calculation gives -4.90 / -5.06 eV. Its charge is +1. The value obtained for the frontier orbital gap (spin up / spin down) is 8.20 / 8.06 eV.


No. 3
ORCA calculation (the ωB97M-V functional and the def2-TZVPD basis) on one molecule with the formula C10H11Cl2NO2.

Cartesian coordinates (Å):
C (-0.7026, 2.5142, 2.1055)
H (-0.9593, 2.9943, 3.0490)
O (-0.5861, 3.5429, 1.1558)
C (0.0835, 3.1983, -0.0327)
C (-0.7213, 2.2988, -0.9899)
N (-0.6362, 0.8916, -0.6721)
C (0.3601, 0.1182, -1.1666)
O (1.2000, 0.5372, -1.9367)
C (0.3487, -1.3035, -0.6959)
C (1.5706, -1.9654, -0.6438)
C (1.6396, -3.2835, -0.2282)
C (0.4727, -3.9592, 0.1257)
C (-0.7503, -3.3085, 0.0498)
C (-0.8141, -1.9881, -0.3551)
H (-1.7801, -1.5125, -0.4344)
H (-1.6487, -3.8469, 0.3076)
Cl (0.5384, -5.5982, 0.6428)
Cl (3.1620, -4.0825, -0.1549)
H (2.4639, -1.4364, -0.9381)
H (-1.2256, 0.5304, 0.0595)
H (-1.7687, 2.6070, -0.9832)
H (-0.3087, 2.4165, -1.9943)
H (1.0444, 2.7118, 0.1881)
H (0.2756, 4.1525, -0.5277)
H (-1.4980, 1.8036, 1.8476)
H (0.2405, 1.9675, 2.2224)

Cartesian forces, eV/Å:
0.001 0.026 0.050
-0.017 -0.116 0.012
-0.078 0.093 0.037
-0.085 -0.082 -0.362
0.320 0.353 0.138
-0.304 -0.019 0.189
-0.266 -0.118 0.155
0.275 0.081 -0.112
0.153 -0.318 -0.022
-0.130 0.069 -0.009
-0.193 0.003 0.033
0.051 0.163 -0.074
0.071 -0.064 0.045
0.155 0.061 -0.011
-0.086 0.048 -0.011
-0.057 -0.068 0.017
-0.110 -0.121 0.050
0.159 0.043 -0.029
0.082 0.010 -0.023
0.129 -0.054 -0.089
0.050 0.015 -0.052
-0.125 0.049 0.069
-0.044 0.056 -0.029
0.052 -0.093 -0.027
0.016 -0.005 0.053
-0.018 -0.014 0.001

For the LUMO energy, the calculation gives 0.36 eV. The value obtained for the frontier orbital gap is 9.81 eV.


No. 4
ORCA calculation (the ωB97M-V functional and the def2-TZVPD basis) on one molecule with the formula C10H11FO2S.

Cartesian coordinates (Å):
O (1.1644, 3.5429, 0.7642)
C (0.7546, 2.4252, 0.9117)
O (-0.4864, 2.1555, 1.3301)
H (-0.9844, 2.9771, 1.4683)
C (1.5476, 1.1633, 0.6589)
C (2.0824, 1.1545, -0.7695)
H (2.6637, 2.0579, -0.9529)
H (2.7016, 0.2765, -0.9503)
S (0.7680, 1.1807, -2.0314)
C (0.2947, -0.5910, -2.0858)
C (-0.5057, -1.0051, -0.8949)
C (-0.0660, -2.0050, -0.0353)
C (-0.7796, -2.3861, 1.0854)
C (-1.9739, -1.7473, 1.3668)
C (-2.4373, -0.7461, 0.5287)
C (-1.7108, -0.3822, -0.5890)
H (-2.0603, 0.4064, -1.2382)
H (-3.3676, -0.2463, 0.7489)
H (-2.5389, -2.0312, 2.2410)
H (-0.3914, -3.1679, 1.7190)
F (1.1097, -2.6280, -0.2936)
H (1.2065, -1.1781, -2.1885)
H (-0.2964, -0.6783, -2.9979)
H (0.9106, 0.3020, 0.8552)
H (2.3950, 1.1504, 1.3492)

Cartesian forces, eV/Å:
0.164 0.224 -0.111
0.126 -0.054 0.025
-0.562 -0.265 0.228
0.318 0.040 -0.087
-0.035 0.031 -0.007
-0.388 -0.032 -0.177
0.066 -0.073 0.018
0.098 0.061 0.038
0.168 -0.162 -0.137
0.286 0.575 0.000
0.074 -0.360 0.169
-0.253 0.147 -0.088
0.167 -0.041 -0.047
0.045 -0.003 -0.007
-0.113 0.060 -0.053
0.039 -0.202 0.090
-0.042 0.111 -0.040
-0.094 0.050 0.025
-0.048 -0.030 0.082
0.051 -0.083 0.058
-0.071 0.066 0.018
-0.130 -0.042 -0.083
0.061 -0.074 -0.013
0.137 0.034 0.027
-0.064 0.023 0.071

For the LUMO energy, the calculation gives 0.70 eV. The value obtained for the frontier orbital gap is 9.48 eV.


No. 5
ORCA calculation (the ωB97M-V functional and the def2-TZVPD basis) on an isolated ion of composition C10H11N2 and charge +1 in a non-equilibrium geometry.

Cartesian coordinates (Å):
C (-1.6964, -1.7167, -0.3932)
C (-0.4645, -2.3000, -0.7450)
C (-1.0550, 0.6153, 0.1880)
C (1.3341, 0.9946, 0.6318)
C (1.8728, -1.7893, 0.4657)
C (-1.9670, -0.4027, -0.1105)
C (2.5805, 0.4514, 0.0908)
C (0.6838, -2.0133, -0.0974)
C (-3.3751, -0.1056, 0.0755)
C (3.7242, 1.2944, -0.1882)
N (0.1853, 0.6055, 0.4177)
N (2.6716, -0.8007, 0.0645)
H (-2.6981, -2.2922, -0.6087)
H (-0.4840, -3.0320, -1.5273)
H (-1.3217, 1.5793, -0.1723)
H (1.6387, 1.5695, 1.6994)
H (2.2933, -2.4921, 1.1812)
H (-3.5221, 1.0046, -0.1894)
H (-3.8775, -0.3394, 1.0531)
H (-3.9653, -0.6532, -0.6544)
H (4.5415, 0.6767, -0.2895)
H (3.6740, 1.9788, 0.6485)
H (3.4709, 1.8754, -1.1418)

Cartesian forces, eV/Å:
-2.582 0.238 -0.804
2.318 -0.018 1.464
0.426 0.783 -1.728
1.835 1.975 4.415
-2.537 -1.766 -0.680
0.194 -2.791 2.084
-0.973 -1.231 -1.074
-0.533 0.158 -0.311
-2.668 2.531 -0.429
-2.705 2.426 -1.425
0.332 -1.261 -0.134
2.070 0.453 0.102
2.377 0.790 0.187
0.200 -0.407 -0.328
-0.864 1.088 0.063
-1.326 -1.234 -2.614
-0.102 0.055 0.020
-0.237 -1.477 0.686
1.009 0.429 -0.592
-0.091 0.040 -0.123
2.100 -0.804 -0.098
1.023 0.586 0.086
0.735 -0.563 1.233

For the LUMO energy, the calculation gives -5.24 eV. Its charge is +1. The value obtained for the frontier orbital gap is 7.64 eV.


No. 6
ORCA calculation (the ωB97M-V functional and the def2-TZVPD basis) on an isolated ion of composition C10H11N2 and charge +1 in a non-equilibrium geometry.

Cartesian coordinates (Å):
C (2.9684, 0.8266, 0.2606)
C (1.8451, 1.3248, 0.8871)
C (2.9004, -0.2738, -0.5457)
C (0.6530, 0.6314, 0.8285)
C (1.7050, -1.0206, -0.5413)
C (0.5330, -0.5600, 0.1066)
C (-2.5258, 0.3345, 0.3442)
C (-1.9830, -0.8264, 0.7027)
C (-1.9636, 1.2448, -0.6021)
C (-0.6928, -1.2314, 0.0578)
N (-2.1863, 2.4463, -0.7939)
N (-0.8435, -2.3017, -0.6480)
H (3.8451, 1.3301, 0.0506)
H (1.8390, 2.2877, 1.4253)
H (3.6949, -0.7257, -1.1745)
H (-0.2505, 1.0920, 1.4725)
H (1.7927, -1.8288, -1.2037)
H (-3.4160, 0.7172, 0.7796)
H (-2.1463, -1.3956, 1.6619)
H (-1.0594, 0.7619, -1.0793)
H (-2.8779, 2.9235, -0.2948)
H (-1.6982, -2.8464, -0.6264)
H (-0.1334, -2.9104, -1.0676)

Cartesian forces, eV/Å:
-0.550 0.109 -1.406
-0.454 0.764 0.838
-1.709 -2.859 -0.073
-1.873 1.465 2.247
0.751 1.641 -0.113
2.165 0.530 0.414
-1.305 -0.486 1.082
1.540 0.490 1.430
2.428 -1.614 -1.109
-1.630 -0.769 -0.412
1.470 0.745 -1.511
0.094 -2.761 -0.725
1.762 1.684 0.815
0.300 -0.686 -0.322
-0.260 0.935 0.736
2.141 -1.321 -1.827
-0.700 -1.393 -0.592
-0.800 -0.129 0.808
-0.593 0.530 -1.347
-1.048 0.993 -0.401
-1.683 0.431 1.095
-0.378 0.635 0.164
0.333 1.067 0.208

For the LUMO energy, the calculation gives -5.17 eV. Its charge is +1. The value obtained for the frontier orbital gap is 8.15 eV.


No. 7
ORCA calculation (the ωB97M-V functional and the def2-TZVPD basis) on one molecule with the formula C10H11N3 in a non-equilibrium geometry.

Cartesian coordinates (Å):
C (-0.9575, -1.1715, -2.8718)
C (-0.4531, -0.4966, -1.5553)
C (-1.4618, -0.4119, -0.5265)
C (-1.3471, 0.2443, 0.6683)
C (-0.0793, 0.7100, 0.9799)
C (0.1999, 1.2601, 2.2160)
C (2.6326, 1.3002, 1.8880)
C (2.4264, 0.8693, 0.5025)
C (1.0891, 0.4853, 0.0500)
C (0.7312, -0.0787, -1.2115)
H (-0.1722, -3.0843, -2.4258)
H (-1.6665, -2.8858, -1.9563)
H (-0.3348, -0.8369, -3.8826)
H (-2.1845, -0.9400, -3.0159)
H (-2.4053, -0.7790, -0.9777)
H (-2.3048, 0.3350, 1.3126)
H (-1.4471, 0.8350, 3.3062)
H (-0.4742, 1.8495, 4.1567)
H (3.7029, 1.5096, 2.3691)
H (3.2615, 0.5771, -0.1690)
H (1.5776, -0.0883, -1.8909)
N (-1.0107, -2.6242, -2.7309)
N (-0.7613, 1.6691, 3.2375)
N (1.4389, 1.7525, 2.5275)

Cartesian forces, eV/Å:
-1.094 0.941 -1.197
-4.004 -1.002 -0.051
-1.344 -0.011 -1.835
-2.394 -1.269 -0.762
2.475 -0.825 -0.717
3.171 3.963 3.262
-2.576 1.326 -2.643
-0.145 -1.095 1.739
-1.667 1.236 2.615
4.854 1.467 0.141
0.847 0.302 -0.186
0.501 0.555 -1.098
-1.660 -0.878 2.765
3.597 0.086 0.135
0.084 0.292 1.229
2.057 0.050 -0.947
1.064 2.107 -0.054
1.489 0.278 0.979
-2.792 -0.338 -1.122
-0.501 0.353 0.645
-0.058 -0.236 -0.391
-1.129 -0.773 0.778
-2.514 -3.829 -3.514
1.740 -2.701 0.229

For the LUMO energy, the calculation gives 0.39 eV. The value obtained for the frontier orbital gap is 8.47 eV.


No. 8
ORCA calculation (the ωB97M-V functional and the def2-TZVPD basis) on a 2-piece molecular cluster, C10H11N3O overall in a non-equilibrium geometry.

Cartesian coordinates (Å):
C (0.2552, 2.1657, 0.3044)
C (4.1112, -0.6549, -0.9472)
C (3.8225, 0.6671, -1.1226)
C (3.2533, -1.3646, -0.0828)
C (2.6567, 1.2394, -0.7045)
C (2.2585, -0.6553, 0.6772)
C (1.8741, 0.5935, 0.2603)
C (-0.9626, -0.0471, -0.7404)
C (-3.1407, -0.3423, -1.4089)
C (-2.7492, 1.0534, 0.5357)
N (-0.2914, 3.1352, -0.0111)
N (0.7163, 1.0813, 0.8104)
N (-2.1934, 0.0692, -0.3586)
O (-0.2258, -0.7869, -1.2741)
H (4.9105, -1.1273, -1.4520)
H (4.4690, 1.3067, -1.7500)
H (3.4538, -2.3617, 0.1756)
H (2.4105, 2.2193, -1.0437)
H (1.6308, -1.1911, 1.4045)
H (-4.1607, -0.1225, -1.1224)
H (-2.9237, 0.2514, -2.2699)
H (-3.0034, -1.4154, -1.6065)
H (-2.2395, 2.1481, 0.4377)
H (-3.8497, 1.2082, 0.4742)
H (-2.6816, 0.8972, 1.5978)

Cartesian forces, eV/Å:
-0.683 1.570 0.122
-1.541 -1.065 1.500
0.791 1.467 -1.949
-0.168 2.443 1.167
-0.219 0.110 0.985
0.872 -2.701 -1.397
0.174 0.040 -0.228
2.485 -2.380 1.418
0.024 -1.051 -0.396
0.234 4.682 1.350
-0.370 0.975 -0.612
-0.919 -1.740 -0.170
-1.146 0.967 -0.054
-0.915 1.731 -0.005
0.753 -0.405 -0.300
-0.279 -0.556 0.235
0.179 -1.288 0.130
-0.228 0.628 -0.042
0.434 0.313 -0.298
0.061 -0.160 0.341
-0.011 0.130 -0.868
-0.136 0.411 -0.082
-1.110 -2.641 -0.250
0.850 -0.461 -0.965
0.868 -1.018 0.370

For the LUMO energy (spin up / spin down), the calculation gives -1.36 / -1.28 eV. The value obtained for the frontier orbital gap (spin up / spin down) is 6.10 / 6.20 eV.


No. 9
ORCA calculation (the ωB97M-V functional and the def2-TZVPD basis) on one molecule with the formula C10H11N3O2 in a non-equilibrium geometry.

Cartesian coordinates (Å):
C (-3.1424, -1.5238, -0.7564)
C (-3.3880, -1.1492, 0.5925)
C (-1.8699, -1.2783, -1.3049)
C (-2.3509, -0.5849, 1.2622)
C (-0.9201, -0.6903, -0.5564)
C (-1.1236, -0.2511, 0.7397)
C (2.2451, 0.7792, -1.2247)
C (1.5644, 2.0769, -1.0405)
C (1.1136, 0.7625, 1.0138)
C (1.7330, -0.0747, -0.0560)
N (-0.2462, 0.4646, 1.4606)
N (1.1542, 2.1737, 0.4460)
N (1.8521, -1.4299, 0.0997)
O (2.3175, -1.9695, -0.8722)
O (1.4264, -1.9384, 1.1170)
H (-3.7413, -2.2135, -1.2709)
H (-4.3609, -1.0754, 1.0044)
H (-1.5221, -1.8709, -2.1597)
H (-2.4386, -0.4388, 2.3197)
H (2.2013, 0.2245, -2.1405)
H (3.3701, 0.9309, -0.9677)
H (2.1544, 2.9417, -1.2381)
H (0.7198, 2.2010, -1.6578)
H (1.7495, 0.7312, 1.9386)
H (-0.3158, 0.3031, 2.4669)
H (1.8186, 2.8993, 0.7849)

Cartesian forces, eV/Å:
1.064 0.483 1.229
0.729 0.181 -2.749
-0.219 -1.865 -0.269
-0.188 0.188 1.591
-0.301 0.975 0.488
0.031 -0.769 -1.922
2.238 -1.794 2.365
-1.012 0.717 1.977
0.234 2.134 0.960
-0.049 2.545 0.013
1.975 0.404 1.569
1.065 -0.185 -1.892
-0.389 1.561 -0.289
0.986 -2.131 -1.363
-0.028 -0.847 0.853
-1.252 -0.374 -0.728
-0.770 -0.801 0.493
-0.518 0.581 -0.199
-0.380 0.556 0.587
-0.193 0.031 -0.632
-1.455 -0.386 -0.572
0.810 0.451 -0.266
-1.316 -0.214 -0.686
-0.433 -0.122 -0.722
0.076 0.222 -0.581
-0.703 -1.540 0.743

The multiplicity is 3. For the LUMO energy (spin up / spin down), the calculation gives 0.55 / -2.10 eV. As for the expectation value of S²: 2.02. The value obtained for the frontier orbital gap (spin up / spin down) is 8.47 / 5.81 eV.